## i
This record from the OMol25 dataset describes an isolated molecule of C6H8N2. The level of theory is ωB97M-V/def2-TZVPD.

ORCA input file:
```
! wB97M-V def2-TZVPD RIJCOSX def2/J DEFGRID3
* xyz 0 1
C -3.009 -0.415 -0.380
C -1.889 -0.259 0.183
C -0.615 -0.053 0.836
N -0.223 1.416 0.239
C 1.180 1.134 -0.545
C 1.738 0.038 0.205
N 1.762 -1.499 -0.094
C 0.507 -0.752 -0.031
H -3.794 -0.799 -1.203
H -0.415 -0.201 1.932
H -0.794 1.642 -0.528
H 1.090 1.054 -1.560
H 1.603 2.168 -0.449
H 1.906 0.434 1.267
H 2.074 -1.592 -1.174
H 0.083 -0.290 -0.900
*
```

The molecular weight is 108.14 u. As for the SMILES: C#C[C@@H]1NC[C@@H]2N[C@@H]12. For the LUMO energy, the calculation gives 0.8 eV.

## ii
This record from the OMol25 dataset describes an isolated molecule of C6H8N2. The level of theory is ωB97M-V/def2-TZVPD.

ORCA input file:
```
! wB97M-V def2-TZVPD RIJCOSX def2/J DEFGRID3
* xyz 0 1
C -3.325 0.006 0.091
C -0.907 0.617 -0.656
C -0.114 -0.234 0.349
C 2.076 1.002 0.528
C -2.394 0.690 -0.572
C 1.405 -0.114 0.191
N -4.088 -0.524 0.797
N 1.792 -1.270 -0.433
H -0.614 1.594 -0.569
H -0.925 0.123 -1.728
H -0.595 0.000 1.417
H -0.484 -1.225 0.245
H 3.092 1.080 0.391
H 1.584 1.824 0.945
H 0.943 -1.741 -0.771
H 2.557 -1.829 -0.225
*
```

The molecular weight is 108.14 u. For the LUMO energy (alpha / beta), the calculation gives -1.6 / -1.6 eV.

## iii
This record from the OMol25 dataset describes a structure of composition C6H8N2. The level of theory is ωB97M-V/def2-TZVPD.

ORCA input file:
```
! wB97M-V def2-TZVPD RIJCOSX def2/J DEFGRID3
* xyz 0 1
C 0.781 -1.183 2.461
C -0.379 0.572 1.101
C -0.565 0.775 -0.283
C -1.217 1.208 -1.497
C 0.219 -0.089 -0.995
C 0.910 -0.899 -0.124
H -0.077 -1.842 2.698
H 0.846 -0.499 3.218
H 1.550 -1.941 2.543
H -0.708 1.152 1.938
H -2.211 1.055 -1.815
H -0.971 2.313 -1.667
H 0.319 0.757 -2.915
H 1.414 -1.852 -0.401
N 0.516 -0.487 1.216
N -0.325 0.280 -2.300
*
```

The molecular weight is 108.14 u. For the LUMO energy, the calculation gives 1.0 eV.

## iv
This record from the OMol25 dataset describes an isolated molecule of C6H8N2. The level of theory is ωB97M-V/def2-TZVPD.

ORCA input file:
```
! wB97M-V def2-TZVPD RIJCOSX def2/J DEFGRID3
* xyz 0 1
N -0.926 -0.350 3.359
C -1.456 1.256 1.709
C -1.421 1.700 0.390
C -0.965 0.029 2.031
C -0.958 0.850 -0.605
C -0.512 -0.829 0.995
N -0.500 -0.379 -0.275
C -0.002 -1.297 -1.277
H -1.213 0.459 3.954
H -1.870 1.942 2.464
H -1.781 2.678 0.112
H -0.962 1.134 -1.639
H -0.107 -1.816 1.250
H -0.842 -1.869 -1.686
H 0.728 -1.970 -0.854
H 0.434 -0.660 -2.074
*
```

The molecular weight is 108.14 u. For the LUMO energy, the calculation gives 0.3 eV.

Energies in kcal/mol, measured from the most stable structure: i 154.3; ii 84.2; iii 34.0; iv 0.0.

## i
This record from the OMol25 dataset describes an isolated molecule of C6H8N2. The level of theory is ωB97M-V/def2-TZVPD.

ORCA input file:
```
! wB97M-V def2-TZVPD RIJCOSX def2/J DEFGRID3
* xyz 0 1
C 2.955 0.656 0.221
C 1.857 0.140 0.254
C 0.500 0.016 -0.089
N -0.392 -0.440 0.674
C 0.032 -0.478 2.132
N -0.025 0.578 -1.375
C -1.261 0.250 -1.733
C -2.135 -0.426 -1.107
H 3.969 0.834 0.264
H 0.028 -1.466 2.534
H -0.580 0.640 2.482
H 0.985 -0.210 2.070
H 0.514 1.293 -1.893
H -1.180 0.198 -2.857
H -2.189 -0.588 0.060
H -3.076 -0.997 -1.636
*
```

The molecular weight is 108.14 u. As for the SMILES: C#C/C(=N\C)NC=C. For the LUMO energy, the calculation gives 0.6 eV.

## ii
This record from the OMol25 dataset describes an isolated molecule of C6H8N2. The level of theory is ωB97M-V/def2-TZVPD.

ORCA input file:
```
! wB97M-V def2-TZVPD RIJCOSX def2/J DEFGRID3
* xyz 0 1
C -2.501 -0.490 0.014
C -2.106 0.848 0.037
N -0.731 0.846 -0.014
C -0.244 -0.405 0.037
N 1.107 -0.699 -0.011
C 2.055 0.043 0.790
C 2.119 0.063 -0.734
C -1.332 -1.265 0.025
H -3.534 -0.829 0.053
H -2.672 1.744 -0.139
H -0.072 1.600 0.056
H 2.768 -0.522 1.395
H 1.769 0.993 1.236
H 2.874 -0.544 -1.257
H 1.841 0.942 -1.306
H -1.340 -2.326 -0.180
*
```

The molecular weight is 108.14 u. As for the SMILES: c1c[nH]c(N2CC2)c1. For the LUMO energy, the calculation gives 0.9 eV.

Energies in kcal/mol, measured from the most stable structure: i 110.2; ii 0.0.

## i
This record from the OMol25 dataset describes a cluster of 2 separate species, C3H3BrS in total. The level of theory is ωB97M-V/def2-TZVPD.

ORCA input file:
```
! wB97M-V def2-TZVPD RIJCOSX def2/J DEFGRID3
* xyz 0 1
C 0.011 -0.664 -0.030
C 1.311 -0.688 -0.190
C 0.662 0.620 0.472
S -2.659 -1.037 0.187
Br -3.218 0.389 -1.307
H 2.336 -0.831 -0.458
H 0.894 0.685 1.462
H 0.663 1.526 -0.137
*
```

The molecular weight is 151.03 u. For the LUMO energy (alpha / beta), the calculation gives -2.2 / -2.2 eV.

## ii
This record from the OMol25 dataset describes a cluster of 2 separate species, C3H3BrS in total. The level of theory is ωB97M-V/def2-TZVPD.

ORCA input file:
```
! wB97M-V def2-TZVPD RIJCOSX def2/J DEFGRID3
* xyz 0 1
C 1.419 -0.124 1.011
C -1.115 0.052 -1.128
C -0.430 0.053 0.038
S 1.317 0.025 2.562
Br -0.397 -0.388 -2.749
H 2.368 -0.324 0.508
H -2.188 0.412 -1.100
H -0.975 0.294 0.859
*
```

The molecular weight is 151.03 u. For the LUMO energy, the calculation gives -0.6 eV.

Energies in kcal/mol, measured from the most stable structure: i 45.1; ii 0.0.

## i
This record from the OMol25 dataset describes a cluster of 10 separate species, C20H60O20 in total. The level of theory is ωB97M-V/def2-TZVPD.

ORCA input file:
```
! wB97M-V def2-TZVPD RIJCOSX def2/J DEFGRID3
* xyz 0 1
O 2.564 -0.691 3.332
C 3.770 0.074 3.454
C 3.662 1.030 4.621
O 3.328 0.291 5.799
H 2.653 -1.459 3.914
H 4.605 -0.639 3.441
H 3.924 0.496 2.454
H 2.847 1.728 4.416
H 4.552 1.617 4.848
H 2.420 0.482 6.035
O -0.108 0.409 -3.217
C -0.677 -0.256 -4.344
C 0.268 0.030 -5.514
O 0.670 1.393 -5.606
H -0.441 0.053 -2.385
H -0.764 -1.330 -4.180
H -1.667 0.206 -4.472
H -0.204 -0.167 -6.474
H 1.090 -0.662 -5.305
H 1.360 1.481 -4.938
O 2.297 -3.187 4.765
C 2.306 -4.603 4.450
C 2.216 -4.771 2.943
O 1.031 -4.183 2.430
H 1.432 -2.949 5.106
H 3.244 -5.005 4.833
H 1.443 -4.988 4.993
H 2.277 -5.835 2.695
H 3.029 -4.342 2.351
H 0.816 -3.348 2.850
O 0.108 -1.745 -0.806
C 0.465 -1.126 0.400
C 1.219 0.180 0.155
O 0.407 1.134 -0.494
H -0.326 -2.596 -0.653
H -0.439 -0.908 0.993
H 1.073 -1.791 1.029
H 2.110 -0.003 -0.451
H 1.561 0.535 1.137
H -0.495 1.094 -0.124
O -2.259 1.269 0.089
C -3.224 1.594 -0.892
C -2.787 2.623 -1.910
O -3.779 2.689 -2.931
H -2.467 1.507 1.000
H -3.428 0.656 -1.428
H -4.205 1.765 -0.441
H -1.778 2.433 -2.281
H -2.796 3.587 -1.382
H -3.462 3.377 -3.525
O 3.395 4.546 -2.935
C 3.120 3.275 -2.412
C 3.489 3.066 -0.931
O 2.421 3.337 -0.052
H 4.130 4.502 -3.548
H 2.051 3.032 -2.429
H 3.542 2.456 -3.002
H 4.353 3.682 -0.679
H 3.824 2.031 -0.800
H 1.744 2.664 -0.195
O -0.583 5.545 1.516
C 0.010 4.949 0.362
C -0.205 5.846 -0.865
O 0.280 7.140 -0.555
H -1.540 5.541 1.394
H 1.084 4.853 0.520
H -0.277 3.904 0.186
H -1.225 5.796 -1.250
H 0.506 5.494 -1.614
H -0.048 7.402 0.312
O -4.720 -5.199 -3.098
C -4.771 -3.828 -3.485
C -3.684 -2.988 -2.847
O -2.391 -3.425 -3.271
H -3.781 -5.427 -3.028
H -4.878 -3.682 -4.557
H -5.675 -3.473 -2.974
H -3.805 -2.946 -1.762
H -3.726 -1.969 -3.247
H -1.992 -3.953 -2.552
O -1.555 -4.104 -0.658
C -0.942 -5.380 -0.352
C -0.674 -6.150 -1.597
O -1.890 -6.484 -2.275
H -2.256 -3.854 -0.052
H -0.067 -5.143 0.262
H -1.617 -5.931 0.316
H -0.182 -7.078 -1.272
H -0.066 -5.626 -2.334
H -2.491 -6.808 -1.588
O -2.056 1.581 2.993
C -0.978 2.527 2.879
C -0.126 2.730 4.149
O -0.650 3.563 5.153
H -2.764 1.951 3.529
H -0.244 2.086 2.202
H -1.422 3.431 2.464
H 0.793 3.202 3.774
H 0.069 1.764 4.614
H -0.965 4.403 4.809
*
```

The molecular weight is 620.68 u. As for the SMILES: OCCO.OCCO.OCCO.OCCO.OCCO.OCCO.OCCO.OCCO.OCCO.OCCO. For the LUMO energy, the calculation gives -0.1 eV.

## ii
This record from the OMol25 dataset describes a cluster of 10 separate species, C20H60O20 in total. The level of theory is ωB97M-V/def2-TZVPD.

ORCA input file:
```
! wB97M-V def2-TZVPD RIJCOSX def2/J DEFGRID3
* xyz 0 1
O 10.983 -5.194 -0.688
C 10.366 -3.990 -0.258
C 8.825 -4.182 -0.244
O 8.191 -3.009 0.299
H 10.658 -5.976 -0.236
H 10.734 -3.773 0.745
H 10.773 -3.201 -0.889
H 8.573 -5.086 0.311
H 8.471 -4.373 -1.257
H 8.131 -2.342 -0.388
O 4.730 -6.664 -6.536
C 4.648 -5.643 -7.526
C 4.796 -4.207 -6.933
O 3.627 -3.862 -6.260
H 5.372 -6.522 -5.837
H 5.328 -5.770 -8.368
H 3.666 -5.633 -7.999
H 5.118 -3.465 -7.663
H 5.508 -4.165 -6.108
H 3.230 -4.622 -5.829
O 1.406 0.357 -0.287
C 0.208 0.839 -1.049
C -0.745 1.507 -0.050
O -0.357 2.862 0.094
H 2.030 1.074 -0.418
H 0.390 1.652 -1.752
H 0.034 -0.155 -1.463
H -0.892 1.056 0.931
H -1.662 1.492 -0.640
H 0.371 2.931 0.716
O -10.828 1.123 0.221
C -10.897 0.215 -0.802
C -9.867 0.597 -1.911
O -8.655 0.524 -1.181
H -11.072 0.769 1.079
H -10.705 -0.710 -0.258
H -11.954 0.306 -1.054
H -9.998 1.616 -2.274
H -9.969 -0.108 -2.737
H -8.993 0.837 -0.339
O 2.644 -7.302 0.183
C 2.450 -7.723 -1.117
C 2.516 -9.239 -1.118
O 3.861 -9.749 -1.068
H 2.675 -6.352 0.320
H 1.495 -7.345 -1.483
H 3.247 -7.387 -1.780
H 2.134 -9.414 -2.124
H 1.799 -9.779 -0.501
H 4.196 -9.251 -0.320
O -7.826 6.731 0.882
C -7.028 7.814 1.108
C -5.611 7.705 0.643
O -5.202 6.400 0.920
H -7.163 6.072 0.664
H -7.398 8.631 0.488
H -7.234 8.064 2.148
H -4.966 8.464 1.086
H -5.480 7.891 -0.423
H -4.341 6.194 0.550
O 4.701 4.671 1.746
C 5.702 5.037 0.822
C 6.996 5.419 1.582
O 6.726 6.407 2.444
H 4.286 5.398 2.216
H 5.977 4.189 0.195
H 5.288 5.868 0.250
H 7.927 5.487 1.019
H 7.290 4.568 2.196
H 5.819 6.255 2.720
O 3.904 1.224 7.369
C 3.942 0.244 6.373
C 2.540 0.071 5.627
O 1.533 -0.327 6.486
H 3.008 1.251 7.713
H 4.744 0.565 5.708
H 4.217 -0.644 6.942
H 2.744 -0.591 4.785
H 2.170 1.027 5.256
H 1.250 -1.208 6.227
O -2.744 -3.994 -7.136
C -3.323 -3.387 -6.053
C -4.237 -2.238 -6.222
O -3.494 -1.145 -6.582
H -3.384 -4.081 -7.847
H -3.961 -4.135 -5.582
H -2.431 -3.119 -5.486
H -4.833 -2.041 -5.330
H -4.900 -2.352 -7.079
H -3.866 -0.761 -7.379
O -6.076 6.283 8.855
C -6.159 6.396 7.543
C -5.858 5.023 6.828
O -4.525 4.428 7.041
H -5.653 5.439 9.027
H -7.132 6.823 7.297
H -5.558 7.223 7.165
H -5.950 5.046 5.742
H -6.696 4.341 6.971
H -4.328 3.811 6.333
*
```

The molecular weight is 620.68 u. As for the SMILES: OCCO.OCCO.OCCO.OCCO.OCCO.OCCO.OCCO.OCCO.OCCO.OCCO. For the LUMO energy, the calculation gives 0.1 eV.

Energies in kcal/mol, measured from the most stable structure: i 0.0; ii 125.6.

## i
This record from the OMol25 dataset describes the ion C3H8IN2O with charge +1. The level of theory is ωB97M-V/def2-TZVPD.

ORCA input file:
```
! wB97M-V def2-TZVPD RIJCOSX def2/J DEFGRID3
* xyz 1 1
C -0.205 -2.111 -0.429
O 0.282 -1.199 0.623
N 0.033 0.111 0.361
C -1.336 0.590 0.580
C 1.005 0.836 -0.074
N 1.020 2.142 -0.194
I 2.982 -0.171 -0.318
H 0.342 -2.988 -0.151
H 0.411 -1.774 -1.353
H -1.282 -2.374 -0.712
H -1.455 1.544 1.093
H -2.153 0.429 -0.202
H -1.683 -0.268 1.243
H 0.172 2.618 -0.024
H 1.866 2.617 -0.443
*
```

The molecular weight is 215.01 u. As for the SMILES: CON(C)C(=[NH2+])I. For the LUMO energy, the calculation gives -4.6 eV.

## ii
This record from the OMol25 dataset describes the ion C3H8IN2O with charge +1. The level of theory is ωB97M-V/def2-TZVPD.

ORCA input file:
```
! wB97M-V def2-TZVPD RIJCOSX def2/J DEFGRID3
* xyz 1 1
C -1.124 -1.912 0.254
N -0.429 -0.749 -0.229
C 0.275 0.126 0.703
C 1.399 0.912 0.061
N 1.403 1.190 -1.185
O -0.446 1.186 1.258
I -1.608 2.463 0.150
H -0.565 -2.409 0.996
H -1.196 -2.524 -0.736
H -2.093 -1.521 0.727
H -0.946 -0.112 -0.802
H 0.490 -0.508 1.576
H 2.023 1.385 0.716
H 0.708 0.748 -1.822
H 2.110 1.725 -1.665
*
```

The molecular weight is 215.01 u. As for the SMILES: CN[C@@H](C=[NH2+])OI. For the LUMO energy, the calculation gives -5.3 eV.

Energies in kcal/mol, measured from the most stable structure: i 9.5; ii 0.0.

## i
This record from the OMol25 dataset describes a cluster of 2 separate species, C4H7N5 in total. The level of theory is ωB97M-V/def2-TZVPD.

ORCA input file:
```
! wB97M-V def2-TZVPD RIJCOSX def2/J DEFGRID3
* xyz 0 1
C -0.459 0.311 -1.499
C 0.662 -1.052 2.451
C -0.436 -0.555 1.566
C 1.027 1.193 0.822
N -1.792 -0.645 -2.889
N -1.463 -0.532 -1.589
N -0.185 0.726 -2.753
N -1.036 0.111 -3.612
N 0.686 0.244 1.613
H 0.659 -1.005 3.515
H 1.393 -1.774 2.065
H -0.736 -0.873 0.660
H -1.286 -0.144 2.090
H 2.100 1.472 0.715
H 0.357 1.026 -0.149
H 0.509 1.497 -3.006
*
```

The molecular weight is 125.13 u. For the LUMO energy, the calculation gives -0.6 eV.

## ii
This record from the OMol25 dataset describes an isolated molecule of C4H7N5. The level of theory is ωB97M-V/def2-TZVPD.

ORCA input file:
```
! wB97M-V def2-TZVPD RIJCOSX def2/J DEFGRID3
* xyz 0 1
C 2.626 -0.800 0.123
C 1.163 -0.370 0.076
N 0.273 -1.315 -0.242
C -0.980 -0.895 -0.027
N -2.042 -1.708 0.015
N -1.250 0.385 0.068
C -0.223 1.272 -0.056
N -0.631 2.510 0.085
N 1.064 0.923 -0.132
H 3.249 -0.323 0.912
H 3.126 -0.518 -0.766
H 2.715 -1.876 0.200
H -2.965 -1.321 0.202
H -1.980 -2.754 0.325
H 0.051 3.222 -0.084
H -1.617 2.755 -0.045
*
```

The molecular weight is 125.13 u. As for the SMILES: Cc1nc(N)nc(N)n1. For the LUMO energy, the calculation gives 0.9 eV.

Energies in kcal/mol, measured from the most stable structure: i 181.4; ii 0.0.